Entry 1:
A structure of composition C26H26BrN2NaO8S, computed with ωB97M-V with the def2-TZVPD basis set.

The geometry in XYZ format:
```
65
Properties=species:S:1:pos:R:3
Br -5.559 3.258 2.741
S 0.611 -1.426 -0.214
Na -0.016 1.180 1.050
O 1.337 -0.217 -0.699
O -3.132 -0.949 1.971
O 1.310 -0.220 2.333
O -2.754 0.965 -2.146
O -1.838 0.534 -0.131
O -1.528 4.707 2.774
O -0.373 3.253 1.497
O 1.611 -1.407 4.215
N -3.931 2.364 0.701
N -0.725 1.289 3.522
C -0.918 3.638 2.567
C 0.027 -2.328 -1.731
C 1.886 -2.580 0.393
C 0.525 -1.700 -2.999
C 2.096 -1.600 -4.828
C 1.109 -0.482 3.550
C 1.445 -0.481 -5.331
C -2.532 1.204 -0.952
C -2.032 -0.693 2.826
C 4.952 -3.375 -2.503
C -2.845 3.710 -0.940
C 3.821 -1.843 -1.022
C -3.139 2.479 -0.375
C -4.406 3.467 1.214
C 0.338 0.028 -4.664
C 0.163 0.470 4.330
C 4.124 -4.402 -2.069
C 4.795 -2.099 -1.976
C 2.977 -2.868 -0.585
C -4.137 4.753 0.780
C -0.742 2.713 3.807
C -0.123 -0.573 -3.502
C 3.145 -4.146 -1.117
C -3.325 4.859 -0.337
C 1.638 -2.204 -3.665
C -2.054 0.726 3.407
H -0.981 -0.157 -2.975
H 2.157 -3.071 -3.267
H -2.575 0.734 4.383
H 2.967 -1.999 -5.334
H 5.432 -1.292 -2.318
H -2.079 -1.440 3.619
H 0.826 1.113 4.915
H -4.501 5.612 1.320
H -3.049 5.836 -0.712
H 4.239 -5.402 -2.470
H 0.226 2.993 4.228
H 1.805 -0.003 -6.235
H 5.714 -3.567 -3.250
H -1.512 2.982 4.545
H -2.639 1.350 2.728
H 2.494 -4.947 -0.783
H -2.978 -0.399 1.186
H 3.679 -0.847 -0.623
H -0.170 0.908 -5.041
H 2.218 -2.057 1.297
H 1.351 -3.486 0.691
H 0.322 -3.378 -1.661
H -1.085 -0.840 2.290
H -2.211 3.747 -1.816
H -0.390 -0.139 5.058
H -1.059 -2.254 -1.667
```

Values from the calculation:
LUMO: 3.986 eV
Frontier orbital gap: 6.54 eV
Charge: -2
Relative energy (zero: lowest compared OMol25 entry of this formula, charge and spin): 0.0 kcal/mol

Löwdin atomic charge list, values in e, 8 entries: number 1, Br, carries 0.6458; number 2, S, carries 0.9770; number 3, Na, carries 0.3053; number 4, O, carries -0.4717; number 5, O, carries -0.0860; number 6, O, carries -0.1038; number 7, O, carries -0.0054; number 8, O, carries -0.0711

***

Entry 2:
A structure of composition C26H26BrN5O9PSSeV, computed with ωB97M-V with the def2-TZVPD basis set.

The geometry in XYZ format:
```
71
Properties=species:S:1:pos:R:3
Br 0.066 -6.245 3.652
Se -1.112 1.361 2.355
V 0.099 0.631 -0.077
S 7.868 -0.646 -5.210
P -0.686 2.665 -1.280
O 6.663 -1.393 -5.516
O -1.783 0.832 0.890
O -1.327 -1.925 1.001
O -1.324 0.266 3.514
O 1.026 -1.569 -0.003
O 8.594 -0.131 -6.348
O -1.572 2.870 2.678
O 8.692 -1.245 -4.167
O 0.495 1.335 1.775
N 8.014 1.924 -4.315
N 2.004 0.852 -0.997
N 4.247 -4.207 0.643
N 3.478 -2.408 -0.403
N 6.080 0.705 -3.725
C 0.850 -2.660 0.790
C 2.893 1.675 -0.435
C 7.398 -3.480 -1.165
C 6.922 -2.346 -1.844
C -2.453 2.681 -1.711
C 0.389 -4.794 2.477
C 5.629 -1.898 -1.657
C 3.423 0.649 -2.903
C 4.354 1.503 -2.318
C 5.647 1.735 -3.008
C 1.872 -3.570 1.048
C -0.420 -2.838 1.365
C 5.301 -3.736 -0.123
C 7.562 2.949 -3.609
C 4.808 -2.604 -0.777
C 0.133 3.205 -2.824
C 6.363 2.918 -2.910
C 7.249 0.833 -4.342
C 1.624 -4.657 1.899
C 3.187 -3.381 0.430
C -0.523 4.132 -0.217
C 6.601 -4.199 -0.296
C 4.067 2.039 -1.068
C -2.585 -1.931 1.673
C -0.643 -3.896 2.228
C 2.271 0.353 -2.208
H 2.639 2.035 0.557
H -0.937 5.016 -0.707
H -2.663 1.918 -2.461
H -3.010 2.435 -0.807
H 8.420 -3.794 -1.335
H -3.138 -1.104 1.245
H 5.288 -1.030 -2.199
H 1.536 -0.324 -2.631
H 6.013 3.771 -2.345
H 0.014 2.453 -3.605
H -2.767 3.654 -2.094
H 3.626 0.198 -3.865
H 4.259 -5.016 1.235
H 1.202 3.334 -2.646
H -2.440 -1.743 2.737
H 0.532 4.303 0.001
H 6.968 -5.075 0.222
H 7.579 -1.812 -2.520
H 1.954 -1.639 -0.394
H 2.397 -5.380 2.118
H 4.767 2.688 -0.560
H -0.280 4.150 -3.181
H -3.099 -2.881 1.502
H -1.603 -4.024 2.703
H -1.032 3.946 0.732
H 8.184 3.839 -3.595
```

Values from the calculation:
LUMO (spin up / spin down): 1.410 / 1.308 eV
Frontier orbital gap (spin up / spin down): 7.16 / 7.39 eV
Multiplicity: 4
Charge: -1
Relative energy (zero: lowest compared OMol25 entry of this formula, charge and spin): 9.3 kcal/mol

Löwdin atomic charge list, values in e, 8 entries: number 1, Br, carries 0.7300; number 2, Se, carries 0.8119; number 3, V, carries 0.6978; number 4, S, carries 0.3991; number 5, P, carries 0.7859; number 6, O, carries -0.3603; number 7, O, carries -0.5797; number 8, O, carries -0.0820

***

Entry 3:
A structure of composition C26H26Cl3CoN4OS2, computed with ωB97M-V with the def2-TZVPD basis set.

The geometry in XYZ format:
```
63
Properties=species:S:1:pos:R:3
Co -0.106 -0.222 -0.153
Cl 0.102 2.277 -0.233
Cl -0.966 0.225 -5.101
Cl -0.853 5.580 -4.416
S -0.452 -2.520 -0.559
S 1.886 2.114 2.541
O -0.337 0.164 -2.211
N 3.988 0.085 -0.395
N 1.864 -0.414 -0.233
N -0.376 -0.138 2.495
N -2.199 -0.257 0.130
C -3.591 -2.612 -3.104
C 2.416 -2.250 3.841
C -1.319 -1.239 2.356
C -2.770 1.095 0.170
C 3.244 -0.044 3.451
C -3.851 -0.694 -1.688
C -1.960 -2.165 -1.372
C 2.576 -1.582 -0.369
C 0.936 -0.515 2.975
C -2.497 -0.959 1.420
C -2.432 -2.949 -2.420
C -0.446 1.335 -2.692
C 3.468 -1.349 3.846
C 2.742 0.566 -0.263
C 3.897 -1.286 -0.473
C 1.996 0.432 3.007
C -0.702 3.968 -3.753
C -0.971 0.900 3.344
C -0.419 3.801 -2.410
C 1.167 -1.817 3.422
C -0.741 1.596 -4.060
C -0.305 2.517 -1.917
C -0.865 2.867 -4.581
C -2.698 -1.035 -1.003
C 5.190 0.883 -0.481
C -4.299 -1.477 -2.746
H -1.091 2.998 -5.630
H -2.930 -1.930 1.181
H 5.434 1.115 -1.518
H -3.267 -0.380 1.938
H -2.639 1.578 -0.797
H -1.847 -3.809 -2.719
H 2.095 -2.542 -0.367
H -3.838 1.065 0.416
H -3.924 -3.222 -3.934
H -2.255 1.681 0.923
H -1.055 0.536 4.379
H -4.414 0.188 -1.417
H -0.355 1.795 3.327
H 6.018 0.337 -0.033
H -0.798 -2.101 1.963
H 4.766 -1.911 -0.562
H -0.284 4.653 -1.758
H -1.758 -1.512 3.332
H 5.042 1.809 0.071
H 0.358 -2.532 3.451
H 4.054 0.676 3.468
H 2.527 1.608 -0.112
H -1.973 1.139 2.990
H 4.458 -1.655 4.166
H 2.550 -3.275 4.162
H -5.192 -1.188 -3.286
```

Values from the calculation:
LUMO (spin up / spin down): 2.631 / 2.636 eV
Frontier orbital gap (spin up / spin down): 6.40 / 6.41 eV
Multiplicity: 2
Charge: -1
Relative energy (zero: lowest compared OMol25 entry of this formula, charge and spin): 12.9 kcal/mol

Löwdin atomic charge list, values in e, 8 entries: number 1, Co, carries 0.3208; number 2, Cl, carries 0.8184; number 3, Cl, carries 0.6759; number 4, Cl, carries 0.6023; number 5, S, carries 0.7333; number 6, S, carries 0.4454; number 7, O, carries -0.1394; number 8, N, carries -0.1138

***

Entry 4:
A cluster of 6 separate species, C26H26F5IO18 in total, computed with ωB97M-V with the def2-TZVPD basis set.

The geometry in XYZ format:
```
76
Properties=species:S:1:pos:R:3
I -2.751 -1.302 -0.287
F 4.598 2.970 1.962
F -0.412 1.186 0.099
F 3.923 0.918 1.993
F 4.411 1.917 3.835
F -1.958 2.435 1.035
O -5.952 -0.794 -0.628
O -7.684 -7.439 -3.484
O -7.460 -1.229 -2.249
O -2.746 0.429 2.651
O -5.305 -1.713 -2.576
O 5.259 2.197 -4.167
O -6.822 -6.177 -5.140
O 7.121 0.019 -8.625
O 6.224 2.585 -2.171
O -5.996 -6.045 -3.050
O 2.289 3.247 8.206
O 6.192 -1.276 -7.063
O 7.720 -2.148 -8.470
O 4.734 0.939 -2.376
O 0.180 3.078 7.501
O -3.109 -0.960 4.423
O 1.867 2.694 6.062
O -2.221 -1.703 2.480
C 1.434 1.896 1.977
C -6.217 -1.202 -1.710
C 5.393 1.933 -3.015
C 1.484 2.978 7.152
C -6.462 -6.512 -1.779
C 2.398 2.539 2.750
C -0.267 3.334 2.951
C -7.246 -7.750 -2.158
C 3.828 2.101 2.647
C 1.476 3.766 9.264
C 5.322 0.779 -1.079
C -2.749 -0.772 3.329
C 0.114 2.302 2.097
C 0.111 3.207 8.925
C -1.508 -1.039 1.427
C -0.948 1.568 1.284
C 2.031 3.559 3.611
C 7.074 -1.227 -8.090
C 5.790 0.066 -6.758
C 6.050 0.784 -8.063
C -1.461 0.350 2.068
C 0.709 3.962 3.708
C -6.016 -2.312 -3.666
C -7.337 -1.576 -3.633
C 5.941 2.138 -0.838
C -6.834 -6.523 -4.005
H 6.346 1.820 -7.925
H -5.478 -2.176 -4.600
H 0.404 4.747 4.383
H 6.405 0.445 -5.943
H -0.479 -1.370 1.345
H 6.852 2.092 -0.247
H -5.626 -6.722 -1.117
H -6.623 -8.646 -2.194
H -0.058 2.220 9.359
H -6.124 -3.380 -3.472
H -1.310 3.602 3.006
H -0.704 3.865 9.212
H 5.196 0.745 -8.741
H 2.768 4.045 4.228
H -0.765 0.242 2.908
H 4.570 0.518 -0.343
H 4.747 0.096 -6.455
H 1.846 3.435 10.230
H -8.095 -7.933 -1.506
H 1.682 1.098 1.296
H 1.503 4.856 9.226
H 6.066 -0.018 -1.126
H 5.250 2.838 -0.372
H -8.175 -2.191 -3.952
H -7.323 -0.660 -4.226
H -7.089 -5.741 -1.327
```

Values from the calculation:
LUMO: 0.300 eV
Frontier orbital gap: 9.75 eV
Charge: 0
SMILES: O=C1O[C@@H](I)[C@@H](C(F)(F)c2cccc(C(F)(F)F)c2)O1.O=C1OCCO1.O=C1OCCO1.O=C1OCCO1.O=C1OCCO1.O=C1OCCO1

Löwdin atomic charge list, values in e, 8 entries: number 1, I, carries 1.0768; number 2, F, carries 0.1340; number 3, F, carries 0.0887; number 4, F, carries 0.1123; number 5, F, carries 0.1606; number 6, F, carries 0.1160; number 7, O, carries 0.0950; number 8, O, carries 0.0638

***

Which value of charge does entry 2 give?
-1

***

Which formula does entry 2 have?
C26H26BrN5O9PSSeV

***

Which of these has the lowest charge?
C26H26BrN2NaO8S

***

Which value of charge does entry 2 give?
-1